{"formula": "C4H8O", "method": "ωB97M-V/def2-TZVPD", "e_homo_ev": -9.65, "orbital_gap_ev": 10.7, "spin_multiplicity": 1, "max_force_ev_per_a": 1.00, "smiles": "C[C@@H]1O[C@@H]1C", "species": ["C", "C", "O", "C", "C", "H", "H", "H", "H", "H", "H", "H", "H"], "coordinates": [[-0.6863, 0.7962, -1.5701], [-0.8049, -0.0700, -0.3521], [-0.7932, 0.8447, 0.7881], [-0.0411, -0.3455, 0.8661], [1.4196, -0.5477, 1.1219], [0.0439, 1.5867, -1.4000], [-0.5487, 0.2885, -2.5268], [-1.6830, 1.2625, -1.5873], [-1.5812, -0.8383, -0.4773], [-0.6345, -1.0286, 1.4800], [1.5489, -1.6251, 0.9443], [1.6514, -0.3542, 2.1765], [2.0972, 0.0069, 0.4681]], "forces_ev_per_a": [[0.17, 0.01, -0.06], [-0.31, 0.05, -0.07], [-0.54, -0.28, 0.20], [0.10, -0.57, 0.05], [0.01, 0.15, -0.04], [0.08, -0.11, -0.27], [0.18, -0.08, 0.17], [0.32, 0.11, -0.27], [-0.56, 0.75, 0.35], [0.35, -0.36, 0.02], [0.28, 0.27, 0.06], [0.06, 0.04, -0.26], [-0.16, 0.03, 0.11]]}